Entry from the OMol25 dataset: a structure of composition C30H30CsN2O6P3S (ωB97M-V/def2-TZVPD).

The value obtained for the energy above the lowest of the compared OMol25 structures with the same formula, charge and spin is 0.0000 eV. Its calculated total energy is -3164.8729 a.u. The calculation puts the HOMO energy at -1.8613 eV.

Geometry as ORCA input:
```
! wB97M-V def2-TZVPD RIJCOSX def2/J DEFGRID3
* xyz -2 1
Cs -0.569 1.529 -0.024
C 1.278 -3.478 1.602
C 0.642 -2.413 2.221
C 1.175 -1.135 2.108
C 2.328 -0.899 1.362
C 2.947 -1.975 0.727
C 2.433 -3.255 0.856
P 2.933 0.830 1.221
C 4.351 0.776 2.410
C 5.181 1.901 2.440
C 6.236 1.997 3.333
C 6.480 0.970 4.237
C 5.663 -0.149 4.225
C 4.613 -0.249 3.319
C 3.707 0.803 -0.417
C 5.060 0.688 -0.731
C 5.427 0.616 -2.069
C 4.432 0.639 -3.043
C 3.089 0.739 -2.685
C 2.646 0.844 -1.351
H 0.859 -4.475 1.671
H -0.292 -2.552 2.750
H 0.651 -0.306 2.572
H 3.820 -1.795 0.110
H 2.919 -4.083 0.351
H 4.992 2.715 1.747
H 6.866 2.880 3.330
H 7.299 1.046 4.943
H 5.840 -0.958 4.926
H 3.989 -1.134 3.320
H 5.817 0.649 0.048
H 6.472 0.535 -2.351
H 4.716 0.580 -4.092
H 2.359 0.745 -3.495
N -5.392 1.057 2.258
C -3.874 1.160 2.214
C -3.354 1.036 3.644
P -3.702 2.940 1.660
O -4.563 2.904 0.299
O -4.580 3.618 2.674
O -2.275 3.305 1.473
P -3.431 -0.410 1.307
O -3.932 -0.121 -0.200
O -4.407 -1.374 1.915
O -1.956 -0.625 1.352
H -5.725 1.806 2.874
H -5.616 0.081 2.502
H -5.723 1.258 1.310
H -3.754 1.844 4.260
H -2.269 1.126 3.625
H -3.608 0.062 4.070
H -4.076 2.696 -0.536
H -3.212 0.135 -0.807
C -0.213 -1.723 -1.372
C -1.230 -1.497 -2.449
C -1.491 -2.511 -3.406
C -2.438 -2.297 -4.359
C -3.125 -1.063 -4.412
C -4.113 -0.798 -5.385
C -4.728 0.424 -5.386
C -4.378 1.411 -4.452
C -3.412 1.216 -3.473
S -2.936 2.517 -2.425
C -2.782 -0.085 -3.442
N -1.865 -0.348 -2.473
H 0.197 -2.732 -1.421
H -0.671 -1.586 -0.390
H 0.617 -1.012 -1.455
H -0.944 -3.444 -3.349
H -2.680 -3.060 -5.093
H -4.361 -1.566 -6.109
H -5.493 0.649 -6.123
H -4.863 2.378 -4.494
*
```

Results of the Löwdin charge analysis, in e, for atoms 1 through 8: atom 1 (Cs): 0.934, atom 2 (C): -0.104, atom 3 (C): -0.093, atom 4 (C): -0.127, atom 5 (C): -0.397, atom 6 (C): -0.088, atom 7 (C): -0.101, atom 8 (P): 1.026